(1)
{
  "formula": "CN2O2S",
  "method": "wB97M-V/def2-TZVPD",
  "smiles": "N#[N+][S-].O=C=O",
  "e_above_lowest_ev": 0.0893,
  "fmax_ev_per_a": 4.36,
  "homo_lumo_gap_ev": 10.44,
  "symbols": ["C", "N", "N", "O", "O", "S"],
  "positions_angstrom": [[0.356, 1.204, -1.253], [0.887, -1.332, 0.915], [-0.183, -1.231, 1.260], [0.230, 0.783, -2.300], [0.364, 1.639, -0.195], [-1.654, -1.063, 1.572]],
  "atomic_forces_ev_per_a": [[-0.7, 0.4, 0.8], [-1.1, 0.0, 0.7], [4.0, -0.3, -1.6], [0.2, -1.1, -2.5], [0.5, 0.7, 1.8], [-3.0, 0.3, 0.9]]
}


(2)
{
  "formula": "C16H21AsF6N4O5SW",
  "method": "wB97M-V/def2-TZVPD",
  "charge": 3,
  "s2": 0.776,
  "e_above_lowest_ev": 0.0000,
  "fmax_ev_per_a": 0.41,
  "homo_lumo_gap_ev": [7.04, 5.50],
  "spin_multiplicity": 2,
  "symbols": ["W", "C", "C", "C", "C", "C", "C", "C", "S", "O", "O", "N", "C", "C", "C", "C", "C", "N", "H", "H", "H", "H", "H", "H", "H", "H", "H", "H", "H", "N", "C", "C", "O", "O", "H", "H", "H", "H", "H", "C", "C", "N", "O", "H", "H", "H", "H", "H", "F", "As", "F", "F", "F", "F", "F"],
  "positions_angstrom": [[-1.414, 0.237, -1.007], [1.750, 2.196, 6.203], [1.281, 1.446, 4.998], [0.744, 2.124, 3.895], [0.306, 1.443, 2.782], [0.427, 0.046, 2.778], [0.958, -0.666, 3.862], [1.378, 0.049, 4.961], [-0.162, -0.832, 1.450], [-0.155, -2.242, 1.663], [-1.485, -0.234, 1.012], [0.542, -0.434, -0.008], [1.866, -0.380, -0.195], [2.779, -0.973, 0.747], [4.130, -0.814, 0.562], [4.556, -0.082, -0.540], [3.579, 0.435, -1.447], [2.292, 0.284, -1.303], [1.362, 3.211, 6.224], [2.842, 2.252, 6.200], [1.459, 1.684, 7.119], [0.652, 3.201, 3.928], [-0.140, 1.975, 1.952], [1.010, -1.747, 3.849], [1.774, -0.480, 5.819], [2.406, -1.561, 1.573], [4.839, -1.251, 1.251], [5.606, 0.092, -0.734], [3.914, 0.992, -2.315], [-0.271, 0.145, -6.185], [0.371, 0.182, -4.831], [-0.675, -0.251, -3.821], [-0.290, -0.040, -2.559], [-1.719, -0.729, -4.164], [-0.828, 0.986, -6.363], [-0.924, -0.649, -6.230], [0.415, 0.061, -6.940], [0.734, 1.186, -4.623], [1.211, -0.511, -4.822], [-3.652, -2.725, -1.980], [-2.515, -2.610, -1.039], [-2.368, -3.405, -0.028], [-1.589, -1.715, -1.269], [-4.335, -3.519, -1.690], [-3.257, -2.923, -2.978], [-4.187, -1.776, -2.023], [-3.047, -4.132, 0.156], [-1.577, -3.305, 0.604], [-0.628, 1.777, -0.416], [-4.003, 3.646, 0.048], [-2.205, 1.354, -2.220], [-2.995, 2.404, 0.776], [-2.786, 4.062, -1.092], [-3.187, 0.006, -0.617], [-4.788, 2.510, -0.976]],
  "atomic_forces_ev_per_a": [[-0.1, 0.3, -0.3], [0.0, 0.0, 0.0], [0.0, 0.0, 0.0], [0.0, 0.0, 0.0], [0.0, 0.0, 0.1], [0.0, 0.0, -0.1], [0.0, 0.1, 0.1], [0.0, -0.1, 0.0], [-0.1, 0.1, 0.0], [0.0, 0.0, 0.0], [0.1, -0.1, 0.1], [0.0, 0.0, 0.0], [0.0, 0.0, 0.0], [0.0, 0.0, 0.0], [0.0, 0.0, 0.0], [0.0, 0.0, 0.0], [0.0, 0.0, 0.0], [0.0, 0.0, 0.0], [0.0, 0.0, 0.0], [0.0, 0.0, 0.0], [0.0, 0.0, 0.0], [0.0, 0.0, 0.0], [0.0, 0.0, 0.0], [0.0, 0.0, 0.0], [0.0, 0.0, 0.0], [0.0, 0.0, 0.0], [0.0, 0.0, 0.0], [0.0, 0.0, 0.0], [0.0, 0.0, 0.0], [0.0, 0.0, 0.0], [0.0, 0.0, -0.1], [-0.1, 0.1, 0.2], [0.2, -0.1, -0.1], [0.1, 0.0, 0.1], [0.0, 0.0, 0.0], [0.0, 0.0, 0.0], [0.0, 0.0, 0.0], [0.0, 0.0, 0.0], [0.0, 0.0, 0.0], [0.0, 0.0, 0.0], [0.0, 0.0, 0.0], [0.0, 0.0, 0.0], [-0.1, -0.1, 0.0], [0.0, 0.0, 0.0], [0.0, 0.0, 0.0], [0.0, 0.0, 0.0], [0.0, 0.0, 0.0], [0.0, 0.0, 0.0], [-0.1, -0.1, 0.0], [0.0, -0.2, 0.0], [-0.1, 0.0, -0.1], [0.0, 0.1, 0.0], [0.0, 0.0, 0.0], [0.1, 0.1, 0.1], [0.0, 0.1, 0.0]]
}


(3)
{
  "formula": "C2H11N2O",
  "method": "wB97M-V/def2-TZVPD",
  "charge": 1,
  "e_above_lowest_ev": 0.7383,
  "fmax_ev_per_a": 1.94,
  "homo_lumo_gap_ev": 10.63,
  "symbols": ["N", "H", "H", "H", "H", "C", "O", "C", "N", "H", "H", "H", "H", "H", "H", "H"],
  "positions_angstrom": [[0.645, -1.854, 2.132], [1.608, -1.558, 1.873], [0.626, -1.904, 3.179], [-0.230, -1.229, 1.603], [0.571, -2.830, 1.808], [-0.460, 1.053, -1.292], [0.766, 1.464, -2.018], [-0.002, 0.157, -0.175], [-1.026, -0.420, 0.768], [-0.960, 1.947, -0.867], [-1.121, 0.605, -2.011], [0.691, 2.409, -2.176], [0.569, -0.661, -0.618], [0.714, 0.782, 0.386], [-1.507, 0.371, 1.247], [-1.660, -0.979, 0.229]],
  "atomic_forces_ev_per_a": [[1.1, -1.0, 1.0], [-0.9, 0.0, 0.1], [-0.2, 0.2, -1.1], [0.1, 0.5, -0.1], [0.0, 0.4, 0.2], [0.8, 1.6, -0.6], [-1.4, -0.6, 1.1], [0.7, 0.0, 0.4], [0.9, 1.5, -0.1], [0.2, -0.4, -0.2], [-0.4, -0.5, -0.2], [0.1, 0.0, -0.1], [-0.1, -0.1, 0.1], [-0.3, -0.5, 0.1], [0.1, -1.1, -0.5], [-0.8, -0.1, -0.1]]
}


(4)
{
  "formula": "C6H8N",
  "method": "wB97M-V/def2-TZVPD",
  "charge": 1,
  "s2": 2.046,
  "e_above_lowest_ev": 3.1250,
  "fmax_ev_per_a": 5.58,
  "homo_lumo_gap_ev": [8.06, 8.98],
  "spin_multiplicity": 3,
  "symbols": ["C", "C", "C", "C", "C", "C", "N", "H", "H", "H", "H", "H", "H", "H", "H"],
  "positions_angstrom": [[2.188, -0.509, 0.093], [1.840, 0.726, 0.530], [-1.436, -0.091, 0.151], [-0.347, -1.200, -0.051], [-0.608, 1.254, 0.074], [0.893, -0.657, -0.336], [0.659, 0.948, -0.471], [2.834, -1.266, 0.277], [-2.175, -0.126, -0.728], [-1.897, -0.020, 1.169], [-0.306, -1.694, 0.982], [-0.793, -1.928, -0.710], [-1.136, 1.876, -0.528], [-0.538, 1.647, 1.033], [0.821, 1.039, -1.484]],
  "atomic_forces_ev_per_a": [[-2.3, 0.5, 1.5], [1.4, 2.7, -3.0], [0.2, 1.3, -1.0], [-3.9, -2.5, 3.2], [-1.3, -2.5, 0.1], [0.8, 1.7, -3.1], [1.9, -2.3, 2.1], [2.3, -1.7, 0.9], [0.8, 0.0, 1.7], [0.0, -0.9, -1.2], [0.2, 0.1, -1.3], [0.3, -0.5, -0.4], [-1.3, 2.3, -1.7], [0.5, 0.9, 1.6], [0.4, 0.9, 0.7]]
}